No. 1
Density functional theory data (ωB97M-V with the def2-TZVPD basis set) for a structure of composition C40H58FKN2O2.

Last column: Mulliken charge in e.
Element x y z (Å)
C -3.41138 -1.00991 0.01880  0.102
H -2.86696 1.87794 -2.83198  0.056
H -0.58508 4.73209 2.17563  0.159
O 2.39774 2.43269 -0.49230  -0.823
H 3.53580 -3.65015 1.14560  0.297
C 1.09107 2.33116 1.99959  -2.273
C 3.06874 0.67218 -2.72828  -1.445
H -4.67803 -2.34134 2.80882  0.384
C 3.35948 0.25685 -0.26541  -0.409
C 4.07725 0.37210 -1.61118  2.478
C 0.19926 -4.01897 -2.12479  0.389
C 4.04347 -3.26415 2.03229  -2.174
H -1.49954 -0.27391 2.69281  0.029
H -5.53965 -1.31512 -1.74354  0.374
C -2.03241 1.08985 1.15759  1.435
C 4.00359 -1.65631 3.92362  -1.959
H -0.92405 4.51007 -3.23680  0.258
C -2.73930 1.32415 -0.06553  -0.293
C -0.15240 4.28036 1.26108  -1.325
H -5.80750 1.61877 -2.73734  0.426
C 4.80841 -0.91792 -1.99678  -2.259
C -2.72573 -2.61002 1.89240  2.856
C 0.57202 -3.24569 -1.04646  -0.662
H -3.66158 -3.54593 3.63187  0.465
H 4.14664 -1.65922 0.18813  0.453
H -5.33325 -0.72128 -3.39605  0.469
H -0.93516 -2.27537 3.09807  0.276
K -0.08133 1.66758 -1.13159  1.188
C 0.91181 5.12789 -1.45307  -1.143
C 3.20652 -2.18154 2.71810  2.401
H 2.16163 -3.64625 3.93824  0.505
C -1.32733 4.81881 -2.26885  -1.010
H -1.94987 4.42263 0.10080  0.328
H 0.88412 2.11489 3.06243  0.066
C -4.81108 -0.91313 -2.45361  -2.361
H -3.91770 -1.84293 -0.44584  0.343
H 0.87647 4.63545 1.19827  0.687
H -2.12520 3.07859 1.84288  0.612
C -4.18527 0.39371 -1.95723  2.528
H -2.24966 4.26870 -2.08068  0.124
H -3.72314 0.87039 -4.02447  0.516
H -3.10298 -4.68948 1.44858  0.433
C -0.21641 -1.19423 -2.22242  -0.711
H 3.42680 -0.90740 4.47025  0.304
C 3.51221 -0.85897 0.54185  0.452
C -0.36735 -3.46053 -3.24843  -0.731
H 5.59499 1.63804 -2.51862  0.458
C 1.92426 -2.84593 3.22800  -1.521
H -1.55069 5.90310 -2.32658  0.340
H -4.89242 2.35919 -1.39904  0.311
C -3.19490 -3.72081 0.94760  -2.289
C -3.65606 -2.57856 3.11487  -2.021
H -2.34612 0.20689 -3.09974  -0.102
C 2.89049 -1.01364 1.78265  -0.544
H 5.29384 -0.77427 -2.96642  0.455
C -0.55496 -2.07285 -3.26930  -0.772
N -0.12667 2.82899 1.34608  1.285
H 1.53055 -0.04354 3.14085  0.077
C -2.04954 -0.15771 1.76111  -0.530
H 4.11338 -1.75639 -2.08739  0.334
H 1.02677 -3.71375 -0.17775  0.134
H 3.57643 0.65684 -3.70116  0.505
H 1.36245 -3.27446 2.39838  0.164
H 4.25479 -2.47094 4.61353  0.484
N -0.37725 4.51061 -1.22065  0.983
H -4.24095 -3.59502 0.65910  0.449
H 1.24218 4.90038 -2.46859  0.354
H -1.28915 -3.97698 2.78679  0.604
C -2.72478 -1.24217 1.21034  -0.779
C -1.38934 2.26815 1.86121  -2.001
O -2.68065 2.47887 -0.63386  -0.707
H 5.58312 -1.18167 -1.27101  0.376
H 4.20334 -4.09578 2.72522  0.443
C -5.30904 1.42641 -1.77930  -1.878
H -1.24162 1.98892 2.91813  0.278
H -0.99999 5.93621 0.20828  0.487
H 1.65990 4.71065 -0.77995  0.186
H 5.02265 -2.88624 1.72936  0.383
H 2.26417 -0.06755 -2.74238  0.083
C 2.53071 1.34131 0.17432  -0.495
H 1.27423 -2.13006 3.73186  0.268
H -6.05718 1.05638 -1.07112  0.369
H 0.67767 -1.29345 -0.24549  -0.265
H 4.92966 -1.18388 3.58794  0.370
C 2.03915 0.01434 2.17961  -0.547
H -0.65106 -4.09876 -4.08045  0.358
C -1.31036 -2.97280 2.34851  -1.879
H 2.62398 1.65623 -2.58746  0.184
H 1.80976 3.15499 1.97387  0.673
C -3.44495 0.21395 -0.62849  -0.216
H -3.33168 -1.81086 3.82138  0.309
H 0.86846 6.23050 -1.34297  0.284
H -4.04528 -1.67074 -2.63767  0.388
C 5.11384 1.50492 -1.54226  -1.885
H -0.63025 -2.94624 1.49636  -0.015
H 4.62405 2.43380 -1.25132  0.311
C -0.94076 4.83358 0.08024  -0.964
C 1.83135 1.14955 1.41209  1.970
H -2.58381 -3.74075 0.04228  0.365
C -3.21527 0.86979 -3.05209  -1.235
H -1.01241 -1.66949 -4.17652  0.248
C 0.35527 -1.86620 -1.11891  1.619
H 5.88927 1.26604 -0.80719  0.348
F 0.40278 -5.38414 -2.08142  -0.409

The value obtained for the LUMO energy is 4.02 eV. The HOMO energy is -0.994 eV. The calculated total energy is -2518.83165 Eh. The charge is -2.

***

No. 2
Density functional theory data (ωB97M-V with the def2-TZVPD basis set) for a structure of composition C40H58FLuN8O5Si2Te.

Last column: Mulliken charge in e.
Element x y z (Å)
C 0.21348 2.44657 -4.49082  -0.308
H 5.05660 -4.85495 0.90149  0.400
C 8.81112 -2.04398 -2.20617  -0.754
C -8.55067 0.79917 4.53677  -1.090
C -0.98608 0.89958 -3.54423  -0.219
H -6.39752 2.55171 3.08705  0.325
H -9.36726 0.07720 4.53142  0.313
N -0.91360 1.86725 -2.64767  -0.339
H -3.50053 4.74043 2.66167  0.290
C 2.90720 -0.06617 -0.61876  0.836
H -7.37411 -1.14006 1.12399  0.110
C 0.04444 1.14211 -7.12281  -0.436
H 4.89010 -3.86305 -0.58735  0.297
H 8.58621 -0.24349 -5.09291  0.371
H -3.77040 5.07265 0.90612  0.360
H -6.17050 -1.04353 5.17025  0.413
C -1.69825 5.08161 1.55286  -0.811
C -2.77753 -2.70884 -0.87092  -0.853
C -0.16551 2.87439 -3.26404  -1.056
C -3.89812 -1.69452 -0.95187  -0.325
C 0.34716 -1.62542 -9.49290  -0.084
H -3.21121 2.03713 6.25183  0.300
H -4.08305 2.73959 0.92911  0.154
H -1.21681 5.10673 2.55168  0.349
H -1.50538 -0.03532 -3.41916  0.212
C 0.04502 -0.92142 -8.30407  0.674
C -3.46254 -0.30511 -0.65777  0.532
H 3.43660 -4.64901 0.14762  0.320
C -0.30430 -1.59966 -7.13638  -0.914
H -3.17112 -3.75910 -1.03120  0.374
C -2.83560 -1.33560 5.27918  -1.022
C 4.68847 0.69163 -2.11524  0.403
H -2.17072 -2.69072 0.05165  0.144
C -8.17280 -0.70408 1.77354  -0.829
O -0.81300 0.44303 1.41817  -0.132
H -7.23686 2.16043 1.59130  0.459
H 5.72864 -1.90345 -0.26269  0.328
C -0.41564 0.72348 5.24250  -0.557
N 3.30522 -1.88771 0.84714  0.243
H -0.41588 1.82523 5.24508  0.369
Si -7.35203 0.20058 3.16931  0.433
H -4.01997 0.67550 7.04616  0.303
C 7.99141 -1.01806 -1.43457  -0.520
C -6.61423 1.72622 2.36638  -0.438
H -3.40317 -1.92841 5.97239  0.582
C -6.12257 -1.00189 4.06268  -0.977
H 9.87008 -2.00091 -4.03678  0.376
O -0.14653 3.28339 1.34761  -0.674
H -0.01014 3.81793 -2.74957  0.507
H 1.81631 -2.30270 2.28704  0.315
H 3.60061 -3.42082 2.28676  0.403
C 3.41973 0.84089 -1.63648  -0.887
H -1.70482 -1.44847 8.26427  0.295
Lu -0.94083 1.88548 -0.21855  1.720
N 6.87118 -0.54504 -2.25439  0.054
C -0.21627 -0.68605 1.52007  0.225
C 5.62227 -0.34848 -1.68099  -0.537
C 8.61360 -0.30450 -4.01479  -0.801
F 5.06363 1.58063 -3.09119  -0.364
H -0.40882 -0.10549 8.28110  0.273
H 6.57810 0.50826 -4.08494  0.590
H 8.46795 -3.07529 -2.11912  0.439
N 8.92677 -1.73100 -3.65754  -0.115
C 2.07252 -1.70231 1.37426  0.202
C -0.93958 -0.91911 7.66060  -1.029
H -0.49192 0.37413 4.20029  -0.227
H -4.69741 -1.90536 -0.21329  0.121
H 9.84436 -2.06103 -1.78253  0.355
H 0.67268 0.93020 -9.24189  0.385
H 7.60118 -1.52408 -0.52880  0.277
C -0.55777 -0.92874 -5.94075  -0.460
H -8.86729 -1.53481 2.05399  0.316
C 0.26997 0.43016 -8.32981  -0.750
C 4.41486 -4.12699 0.40902  -1.067
H -5.66530 1.53536 1.90176  -0.482
C -0.27457 0.45218 -5.91082  1.322
H -2.80954 1.58090 7.94039  0.344
H -1.18518 -1.34043 -5.11923  0.281
C 1.16972 -0.79416 0.96240  -0.179
H -3.22169 2.53086 2.24379  -0.072
C -0.79964 4.16958 0.70860  0.947
H -2.18117 -2.05174 4.71179  0.366
Te -4.05174 -0.40690 3.71596  0.128
H 0.55203 0.40519 5.72054  0.322
C 1.54225 0.03829 -0.15269  1.237
H 0.20913 2.23236 -7.08143  0.262
H -4.42084 -1.74233 -1.91340  0.408
H -7.99864 0.79418 5.52896  0.273
H 5.09433 -2.56726 1.69362  0.320
C -3.04602 1.16772 6.92683  -1.044
H 0.70294 3.05029 -5.21744  0.328
O -0.69210 -1.74200 1.97068  -0.724
C 5.10055 -1.18792 -0.68091  -0.802
H 8.63423 -0.15453 -1.19337  0.332
Si -1.77998 -0.07244 6.20614  0.284
N -3.18833 3.04102 1.39152  -0.150
H 9.46566 0.30047 -3.70751  0.380
N 0.55131 -2.22029 -10.50312  -0.463
C 4.10325 -3.02097 1.43062  -0.683
C -3.15819 4.49889 1.63140  -0.586
H -6.20248 -2.06416 3.74152  0.453
C 3.79778 -1.04843 -0.17835  -0.196
H -0.37893 -2.68046 -7.19660  0.395
C 7.39171 0.29586 -3.36761  -0.731
H -1.72041 6.07549 1.11527  0.403
N -2.82008 0.65652 -0.55953  -0.637
H 7.69762 1.28872 -3.05849  0.386
H -8.93988 1.82109 4.35687  0.341
O -0.82881 4.15226 -0.54790  -0.665
H 2.78778 1.65240 -2.02954  0.524
N -0.29701 1.16649 -4.70684  0.445
O 0.70505 0.79940 -0.76714  -0.429
H -8.72808 0.05151 1.19019  0.303
H 8.33605 -2.34335 -4.16399  0.416
H -0.10685 -1.61657 7.38475  0.290
H -2.04504 -2.54161 -1.68709  0.179

The value obtained for the LUMO energy is -5.18 eV. The HOMO energy is -10.311 eV. The calculated total energy is -4555.37488 Eh. The charge is +2.

***

- Among the records above, which one has the lowest charge?
  C40H58FKN2O2

***

- Which of these has the lowest calculated total energy?
  C40H58FLuN8O5Si2Te

***

- Among the records above, which one has the lowest calculated total energy?
  C40H58FLuN8O5Si2Te

***

- The highest charge belongs to which entry?
  C40H58FLuN8O5Si2Te